No. 1
{"formula": "C19H57N3O11", "method": "ωB97M-V/def2-TZVPD", "molar_mass_g_mol": 503.68, "largest_force_ev_per_a": 2.71, "homo_lumo_gap_ev": [1.953, 8.547], "total_energy_ha": -1749.80115, "total_charge": -1, "spin_multiplicity": 2, "elements": ["C", "O", "C", "C", "N", "C", "C", "O", "C", "H", "H", "H", "H", "H", "H", "H", "H", "H", "H", "H", "H", "H", "H", "H", "C", "O", "C", "C", "N", "C", "C", "O", "C", "H", "H", "H", "H", "H", "H", "H", "H", "H", "H", "H", "H", "H", "H", "H", "C", "O", "C", "C", "N", "C", "C", "O", "C", "H", "H", "H", "H", "H", "H", "H", "H", "H", "H", "H", "H", "H", "H", "H", "C", "O", "H", "H", "H", "H", "O", "H", "H", "O", "H", "H", "O", "H", "H", "O", "H", "H"], "xyz": [[-4.974, 1.310, -2.884], [-3.603, 1.709, -2.783], [-3.274, 2.244, -1.434], [-1.791, 2.075, -1.196], [-0.948, 2.274, -2.396], [-0.918, 3.670, -2.694], [0.061, 4.014, -3.828], [-0.513, 3.628, -5.096], [0.034, 4.381, -6.207], [-5.723, 2.094, -2.776], [-5.176, 0.479, -2.207], [-5.180, 0.804, -3.827], [-3.958, 1.688, -0.793], [-3.555, 3.296, -1.391], [-1.674, 1.118, -0.688], [-1.477, 2.835, -0.480], [-1.569, 1.879, -3.087], [-0.523, 4.120, -1.783], [-1.954, 3.986, -2.812], [1.022, 3.541, -3.627], [0.195, 5.095, -3.771], [-0.484, 4.212, -7.151], [1.100, 4.199, -6.344], [-0.043, 5.439, -5.955], [4.130, -3.767, 0.481], [2.951, -3.474, -0.224], [2.920, -2.056, -0.594], [1.819, -1.763, -1.663], [0.535, -2.080, -1.030], [-0.601, -2.138, -2.008], [-1.802, -2.721, -1.277], [-1.631, -4.114, -0.969], [-2.879, -4.607, -0.510], [4.188, -3.162, 1.385], [5.054, -3.715, -0.095], [4.123, -4.806, 0.811], [3.902, -1.759, -0.962], [2.818, -1.429, 0.291], [1.907, -2.390, -2.550], [1.829, -0.711, -1.949], [0.621, -2.966, -0.553], [-0.393, -2.664, -2.939], [-0.834, -1.096, -2.229], [-2.688, -2.595, -1.900], [-2.013, -2.229, -0.327], [-3.710, -4.458, -1.199], [-3.261, -3.994, 0.306], [-2.774, -5.654, -0.225], [0.412, 1.674, 3.709], [0.808, 0.784, 4.744], [2.175, 0.352, 4.752], [2.418, -0.764, 3.677], [1.683, -2.027, 4.017], [0.242, -1.935, 4.035], [-0.214, -3.351, 3.746], [0.151, -3.537, 2.349], [-0.191, -4.741, 1.800], [0.886, 1.305, 2.799], [0.775, 2.694, 3.838], [-0.670, 1.677, 3.576], [2.478, -0.066, 5.713], [2.942, 1.109, 4.590], [3.489, -0.949, 3.592], [2.083, -0.422, 2.698], [1.927, -2.710, 3.313], [-0.081, -1.295, 3.214], [-0.142, -1.431, 4.922], [-1.253, -3.283, 4.069], [0.280, -4.067, 4.402], [0.115, -5.578, 2.428], [0.324, -4.740, 0.839], [-1.268, -4.783, 1.644], [0.894, 4.212, 1.214], [-0.031, 5.123, 1.746], [1.507, 4.708, 0.462], [1.481, 3.774, 2.022], [0.408, 3.350, 0.757], [0.475, 5.718, 2.304], [1.363, 1.485, -1.294], [2.054, 2.032, -1.667], [0.574, 1.735, -1.774], [3.424, 2.450, 0.527], [3.142, 3.157, -0.053], [3.102, 1.652, 0.107], [-2.777, -0.708, 1.568], [-1.827, -0.643, 1.474], [-2.911, -1.465, 2.137], [-0.103, -0.099, 0.674], [0.108, -0.775, 0.029], [0.463, 0.637, 0.443]]}

No. 2
{"formula": "C19H58F2N7O14S2", "method": "ωB97M-V/def2-TZVPD", "molar_mass_g_mol": 710.84, "largest_force_ev_per_a": 5.70, "homo_lumo_gap_ev": 9.483, "total_energy_ha": -3191.59251, "total_charge": -1, "spin_multiplicity": 1, "elements": ["N", "S", "O", "O", "F", "S", "O", "O", "F", "C", "C", "O", "H", "H", "H", "H", "H", "H", "C", "C", "O", "H", "H", "H", "H", "H", "H", "C", "C", "O", "H", "H", "H", "H", "H", "H", "C", "C", "O", "H", "H", "H", "H", "H", "H", "C", "C", "O", "H", "H", "H", "H", "H", "H", "C", "O", "N", "N", "H", "H", "H", "H", "C", "O", "N", "N", "H", "H", "H", "H", "C", "O", "N", "N", "H", "H", "H", "H", "C", "C", "C", "O", "H", "H", "H", "H", "H", "H", "H", "H", "C", "C", "C", "O", "H", "H", "H", "H", "H", "H", "H", "H"], "xyz": [[0.374, -1.564, -0.785], [-0.696, -1.941, 0.293], [-2.054, -1.650, -0.057], [-0.324, -1.883, 1.669], [-0.567, -3.534, 0.045], [-0.030, 0.098, -0.774], [0.132, 0.821, 0.449], [-1.086, 0.417, -1.698], [1.260, 0.600, -1.615], [0.075, 4.120, -0.083], [-0.507, 5.098, 0.913], [0.268, 6.300, 0.889], [0.006, 4.368, -1.141], [-0.286, 3.094, -0.044], [1.129, 3.999, 0.190], [-0.523, 4.740, 1.944], [-1.552, 5.248, 0.614], [-0.086, 6.862, 1.584], [-3.239, 1.573, 1.064], [-2.749, 1.142, 2.432], [-3.251, 1.973, 3.451], [-4.328, 1.677, 1.014], [-3.051, 0.853, 0.268], [-2.859, 2.569, 0.828], [-1.660, 1.068, 2.347], [-3.098, 0.112, 2.582], [-2.888, 1.716, 4.314], [-3.348, -1.720, -5.083], [-3.168, -1.262, -3.647], [-2.863, 0.122, -3.602], [-2.414, -1.600, -5.639], [-4.158, -1.232, -5.620], [-3.525, -2.800, -5.054], [-2.582, -1.968, -3.059], [-4.203, -1.282, -3.263], [-2.304, 0.216, -2.805], [4.158, 1.938, -0.857], [5.298, 2.746, -0.256], [4.930, 3.372, 0.958], [3.384, 2.596, -1.248], [3.686, 1.378, -0.045], [4.541, 1.177, -1.531], [5.723, 3.333, -1.084], [6.171, 2.110, -0.052], [5.747, 3.567, 1.423], [-2.482, -5.407, 1.991], [-3.838, -6.021, 2.379], [-4.587, -5.055, 3.117], [-1.927, -6.045, 1.298], [-1.745, -5.305, 2.790], [-2.596, -4.436, 1.515], [-3.750, -6.912, 3.007], [-4.320, -6.349, 1.454], [-5.396, -5.489, 3.404], [0.683, -2.672, -4.207], [0.919, -2.927, -5.385], [1.176, -1.587, -3.546], [-0.162, -3.429, -3.456], [0.923, -1.441, -2.568], [1.766, -0.947, -4.044], [-0.387, -3.161, -2.521], [-0.612, -4.202, -3.908], [3.713, -2.795, -0.917], [4.806, -3.339, -1.050], [3.475, -1.487, -1.157], [2.552, -3.387, -0.543], [2.541, -1.160, -1.057], [4.180, -0.899, -1.555], [2.421, -4.371, -0.410], [1.723, -2.799, -0.615], [3.021, -0.682, 3.362], [4.000, -0.605, 4.096], [2.681, 0.282, 2.462], [2.140, -1.731, 3.339], [1.807, 0.252, 1.967], [3.280, 1.074, 2.313], [2.166, -2.412, 4.075], [1.252, -1.502, 2.921], [0.825, 3.052, -3.795], [0.715, 2.612, -5.230], [0.765, 3.870, -6.123], [1.766, 1.712, -5.549], [0.299, 3.996, -3.636], [1.832, 3.166, -3.397], [0.233, 2.390, -3.157], [-0.275, 2.183, -5.409], [-0.045, 4.568, -5.916], [0.805, 3.561, -7.170], [1.668, 4.453, -5.921], [1.529, 1.301, -6.387], [-0.760, -0.478, 4.953], [-1.592, 0.342, 5.948], [-1.129, 0.087, 7.391], [-1.536, 1.740, 5.688], [-1.225, -0.417, 3.970], [-0.896, -1.539, 5.180], [0.303, -0.238, 4.934], [-2.572, -0.137, 5.877], [-0.981, -0.973, 7.590], [-1.849, 0.552, 8.064], [-0.180, 0.615, 7.523], [-0.604, 1.958, 5.792]]}

No. 3
{"formula": "C19H58N2O11", "method": "ωB97M-V/def2-TZVPD", "e_above_lowest_kcal_mol": 108.5, "molar_mass_g_mol": 490.68, "largest_force_ev_per_a": 4.03, "smiles": "COCCNCCOC.COCCNCCOC.CO.CO.CO.CO.CO.CO.CO", "homo_lumo_gap_ev": 9.480, "total_energy_ha": -1695.54139, "spin_multiplicity": 1, "elements": ["C", "O", "C", "C", "N", "C", "C", "O", "C", "H", "H", "H", "H", "H", "H", "H", "H", "H", "H", "H", "H", "H", "H", "H", "C", "O", "C", "C", "N", "C", "C", "O", "C", "H", "H", "H", "H", "H", "H", "H", "H", "H", "H", "H", "H", "H", "H", "H", "C", "O", "H", "H", "H", "H", "C", "O", "H", "H", "H", "H", "C", "O", "H", "H", "H", "H", "C", "O", "H", "H", "H", "H", "C", "O", "H", "H", "H", "H", "C", "O", "H", "H", "H", "H", "C", "O", "H", "H", "H", "H"], "xyz": [[24.953, 1.485, -12.304], [25.865, 1.926, -13.430], [26.188, 3.279, -13.341], [27.112, 3.706, -14.498], [28.340, 2.899, -14.571], [29.170, 3.242, -15.735], [29.598, 1.955, -16.474], [28.622, 1.200, -16.990], [27.985, 1.808, -18.168], [24.560, 0.490, -12.514], [24.070, 2.123, -12.301], [25.434, 1.510, -11.326], [26.655, 3.494, -12.380], [25.225, 3.766, -13.494], [27.340, 4.769, -14.418], [26.335, 3.634, -15.259], [27.955, 1.967, -14.636], [30.094, 3.757, -15.475], [28.596, 3.994, -16.277], [30.314, 1.452, -15.823], [30.325, 2.304, -17.207], [27.161, 1.147, -18.436], [28.813, 1.880, -18.873], [27.494, 2.740, -17.886], [26.595, -3.854, -19.190], [25.738, -2.815, -19.547], [25.985, -1.547, -18.933], [24.613, -0.846, -19.271], [24.653, -0.518, -20.731], [23.259, -0.296, -21.277], [22.316, 0.769, -20.617], [21.696, 0.325, -19.420], [20.831, 1.275, -18.852], [26.531, -4.121, -18.135], [27.624, -3.583, -19.427], [26.420, -4.713, -19.838], [26.888, -1.058, -19.298], [26.104, -1.678, -17.857], [24.588, 0.045, -18.644], [23.793, -1.504, -18.986], [25.038, -1.377, -21.096], [22.768, -1.269, -21.260], [23.243, -0.009, -22.328], [21.528, 1.003, -21.333], [22.978, 1.621, -20.457], [21.293, 2.205, -18.520], [20.233, 0.935, -18.006], [20.115, 1.659, -19.579], [30.421, -1.307, -18.565], [29.269, -1.423, -17.694], [30.873, -2.296, -18.641], [30.163, -0.861, -19.525], [31.269, -0.795, -18.109], [28.988, -0.513, -17.568], [29.590, -2.194, -11.824], [30.315, -1.910, -10.698], [29.111, -3.171, -11.768], [28.850, -1.401, -11.929], [30.123, -2.306, -12.768], [30.669, -2.760, -10.426], [23.666, 1.870, -16.151], [23.634, 0.805, -15.223], [24.604, 2.377, -16.374], [23.385, 1.473, -17.126], [23.031, 2.669, -15.768], [22.930, 0.153, -15.221], [25.664, -2.892, -11.296], [26.597, -3.083, -12.361], [24.648, -3.088, -11.638], [26.035, -3.400, -10.405], [25.631, -1.821, -11.097], [26.489, -2.307, -12.916], [23.648, -3.941, -15.103], [22.837, -3.325, -16.156], [23.148, -4.794, -14.643], [24.542, -4.360, -15.564], [24.107, -3.239, -14.407], [22.708, -3.945, -16.878], [29.865, 1.685, -12.180], [30.515, 2.717, -12.793], [28.966, 1.331, -12.686], [30.502, 0.813, -12.034], [29.540, 1.958, -11.176], [30.118, 2.909, -13.646], [27.210, -0.988, -14.893], [25.947, -1.043, -14.348], [27.555, -1.972, -15.210], [26.996, -0.532, -15.859], [27.830, -0.339, -14.275], [25.381, -0.318, -14.625]]}